The following is a quantum chemistry calculation of a 10-piece molecular cluster, C24H68O18S10 overall, from the Open Molecules 2025 dataset.

Cartesian coordinates (Å):
O  4.3555  0.7505  0.0135
S  3.8478  0.1784  1.2000
O  3.3203  -1.1532  1.1954
O  4.9898  0.3084  2.2820
C  4.8485  -0.5220  3.4704
C  5.8873  -0.1104  4.4848
C  2.6767  1.2731  1.9205
H  5.0154  -1.5659  3.1985
H  3.8437  -0.4774  3.8946
H  5.6890  0.8567  4.9447
H  6.8976  -0.1406  4.0787
H  5.8663  -0.8525  5.2886
H  3.2513  2.1642  2.1557
H  2.3457  0.7742  2.8387
H  1.7892  1.3924  1.3049
O  4.2215  5.2059  0.0343
S  2.9479  5.1467  0.6462
O  2.7741  4.7581  2.0019
O  2.2854  6.5708  0.5502
C  2.3527  7.2192  -0.7471
C  0.9715  7.6663  -1.1637
C  1.7938  4.1837  -0.2900
H  2.8299  6.5719  -1.4857
H  3.0218  8.0794  -0.6789
H  1.0341  8.0920  -2.1683
H  0.6272  8.4520  -0.4933
H  0.2578  6.8458  -1.2068
H  0.9194  4.1205  0.3498
H  2.2520  3.2161  -0.4842
H  1.5495  4.6892  -1.2201
O  0.2186  4.4672  -3.1785
S  -1.1919  4.4138  -3.1652
O  -1.9520  5.5573  -2.8134
O  -1.5810  3.9550  -4.6262
C  -2.9940  3.8913  -4.9621
C  -3.1122  3.8194  -6.4595
C  -1.7196  3.0306  -2.2100
H  -3.4994  4.7557  -4.5310
H  -3.4489  3.0061  -4.5032
H  -4.1499  3.5621  -6.7030
H  -2.5358  2.9885  -6.8621
H  -2.8926  4.7643  -6.9466
H  -1.4479  2.1381  -2.7576
H  -2.8108  3.0974  -2.2304
H  -1.3592  3.1529  -1.1962
O  -3.6633  -4.5410  -3.3688
S  -3.7753  -5.8574  -2.8283
O  -4.0332  -6.9528  -3.6955
O  -2.4506  -6.2273  -2.0682
C  -1.9824  -5.3331  -0.9981
C  -0.6068  -5.7932  -0.6264
C  -4.9705  -5.8897  -1.5544
H  -2.6480  -5.4970  -0.1494
H  -1.9808  -4.3167  -1.3862
H  -0.6201  -6.8539  -0.3697
H  -0.2757  -5.2737  0.2790
H  0.1231  -5.5748  -1.3967
H  -4.5727  -5.3787  -0.6871
H  -5.1550  -6.9401  -1.3534
H  -5.8427  -5.3394  -1.8915
C  0.0270  -1.0313  0.9643
S  -0.8891  0.3396  0.2505
O  0.1807  1.3053  -0.1673
C  -1.3861  -0.5625  -1.2113
H  -0.6353  -1.7721  1.4143
H  0.7644  -0.7054  1.6900
H  0.4976  -1.5359  0.1192
H  -1.8090  0.1407  -1.9334
H  -2.2113  -1.2401  -0.9734
H  -0.5574  -1.0863  -1.6844
C  -4.0912  -3.4228  3.8807
S  -4.5892  -2.1057  2.7635
O  -5.7407  -1.4255  3.3788
C  -3.1677  -1.0622  3.0526
H  -4.8722  -4.1758  3.8531
H  -3.8990  -3.0216  4.8730
H  -3.1553  -3.8310  3.4832
H  -2.2226  -1.6072  3.0357
H  -3.3060  -0.5765  4.0211
H  -3.1642  -0.2561  2.3194
C  0.0445  3.0195  5.4491
S  -0.3514  1.7262  4.2883
O  -1.7433  1.2819  4.5396
C  -0.3907  2.8483  2.8870
H  0.1784  2.5703  6.4342
H  -0.8663  3.6149  5.5798
H  0.8788  3.6341  5.1307
H  0.5786  3.3480  2.8251
H  -1.1794  3.5804  3.0633
H  -0.5826  2.2951  1.9726
C  2.5700  -0.2873  -2.6202
S  2.5581  1.3964  -3.2361
O  3.5888  1.5217  -4.2993
C  1.0133  1.3050  -4.1555
H  3.4012  -0.4156  -1.9374
H  2.6606  -0.9416  -3.4941
H  1.6076  -0.5004  -2.1631
H  0.2390  0.8048  -3.5587
H  1.1678  0.6320  -4.9993
H  0.6763  2.3099  -4.3837
C  -0.7414  -1.8613  5.5922
S  0.3122  -2.2774  4.2352
O  1.5660  -1.5039  4.3584
C  0.6574  -3.9435  4.7925
H  -0.3531  -2.2994  6.5101
H  -1.7343  -2.2770  5.4039
H  -0.8583  -0.7810  5.6431
H  1.3258  -4.3795  4.0496
H  -0.2468  -4.5410  4.8956
H  1.1972  -3.9020  5.7398
C  -0.2852  -4.7333  -4.5313
S  0.6457  -3.3010  -4.0008
O  0.5802  -3.2420  -2.5047
C  2.2499  -4.0288  -4.3215
H  -1.3417  -4.5009  -4.4171
H  -0.0153  -5.5906  -3.9147
H  -0.0167  -4.9418  -5.5658
H  2.2355  -4.6085  -5.2433
H  2.4548  -4.6651  -3.4608
H  3.0133  -3.2576  -4.3878

Atomic forces in eV per Å
O 0.5 0.4 -1.0
S -0.9 0.1 0.8
O 0.1 -0.2 0.0
O 0.1 -0.5 0.3
C 0.3 -0.4 0.2
C 0.0 -0.2 0.3
C 0.0 -0.6 0.7
H 0.0 0.1 -0.3
H -0.1 0.2 -0.2
H 0.0 0.1 -0.2
H -0.1 0.2 -0.1
H -0.1 0.1 0.0
H -0.4 0.3 -0.1
H 0.1 0.2 0.1
H 0.3 0.3 -0.4
O 0.9 -0.2 -0.3
S -1.3 -0.1 -0.5
O 0.3 -0.2 1.0
O -0.1 0.5 -0.2
C 0.2 0.3 -0.4
C 0.2 0.1 -0.2
C 0.4 0.2 0.0
H -0.2 -0.2 0.1
H 0.0 -0.1 0.3
H 0.0 0.0 0.0
H -0.2 -0.1 0.1
H 0.0 0.0 0.1
H -0.1 -0.2 -0.1
H -0.2 -0.1 0.0
H 0.1 -0.1 -0.1
O 1.2 0.1 0.0
S -0.3 -0.7 -0.3
O -0.5 0.7 0.4
O -0.3 -0.1 -0.1
C -0.1 0.0 0.1
C -0.8 -0.3 -0.1
C -1.1 0.6 -0.5
H 0.1 0.1 -0.2
H 0.3 -0.1 0.0
H 0.0 0.2 0.1
H 0.3 0.2 0.0
H 0.3 0.0 0.0
H 0.5 -0.2 0.4
H 0.0 -0.1 0.3
H 0.3 -0.4 0.0
O 0.1 0.5 0.1
S 0.0 -0.2 -0.4
O 0.1 -0.3 -0.3
O 0.3 0.1 0.4
C 0.1 -0.6 -0.4
C 0.3 -0.1 0.5
C 0.0 0.2 0.2
H -0.1 0.4 0.0
H -0.2 0.1 0.2
H 0.0 0.0 -0.2
H -0.1 0.1 -0.1
H 0.0 -0.1 -0.1
H 0.0 0.0 0.2
H -0.2 0.0 0.1
H -0.2 -0.2 -0.1
C -0.3 -0.8 -0.4
S 0.5 -0.3 0.1
O -0.2 0.1 -0.2
C -0.7 0.2 -0.6
H -0.2 0.2 0.1
H 0.0 0.2 0.0
H 0.4 0.1 0.2
H 0.1 0.1 0.2
H 0.2 -0.1 0.2
H 0.1 -0.1 0.2
C 0.5 0.0 -0.3
S 0.4 -0.4 -0.3
O -0.5 0.3 0.2
C 0.0 0.5 0.3
H 0.0 0.0 0.2
H -0.3 0.0 0.1
H -0.1 -0.1 0.0
H -0.1 0.0 -0.1
H 0.0 -0.2 0.0
H 0.0 -0.1 -0.1
C -1.0 0.1 1.0
S 0.9 0.2 -0.7
O -0.5 -0.1 0.3
C 0.0 0.1 0.0
H 0.5 -0.1 -0.1
H 0.1 0.2 -0.4
H 0.2 -0.1 0.0
H 0.0 0.0 -0.1
H 0.0 0.0 0.0
H 0.0 0.0 0.0
C -0.3 -0.3 -0.8
S -0.1 0.5 0.1
O 0.3 -0.2 0.1
C -0.6 -0.9 0.6
H 0.0 0.0 0.1
H 0.2 0.0 0.1
H 0.1 0.1 0.4
H 0.1 0.2 0.2
H 0.2 0.4 -0.3
H 0.2 0.0 -0.4
C -0.6 0.0 0.5
S -0.3 -0.3 -0.4
O 0.4 0.2 0.1
C 0.6 -0.2 -0.1
H 0.1 0.3 0.1
H 0.1 -0.1 -0.1
H 0.1 0.0 0.0
H -0.1 -0.1 0.0
H -0.1 0.1 -0.1
H -0.1 0.1 0.0
C -0.1 -0.1 0.1
S 0.3 0.0 0.1
O -0.4 0.2 0.0
C 0.3 -0.1 -0.1
H -0.1 -0.1 -0.1
H 0.0 0.0 0.1
H -0.2 0.1 -0.1
H 0.0 0.1 0.0
H 0.0 -0.1 0.0
H 0.0 0.1 0.0

The calculation puts the HOMO energy at -8.29 eV. The energy above the lowest of the compared OMol25 structures with the same formula, charge and spin comes out at 0.0 kcal/mol.


The following is a quantum chemistry calculation of a 9-piece molecular cluster, C24H69N3O9 overall, from the Open Molecules 2025 dataset.

Cartesian coordinates (Å):
C  18.2326  -16.8726  -0.8523
C  18.2611  -18.3820  -0.3821
C  17.2769  -19.3531  -1.1322
O  16.0091  -18.7116  -1.3484
C  15.2369  -18.5315  -0.1353
N  19.6296  -18.8355  -0.2588
H  18.6245  -16.7913  -1.8662
H  18.6825  -16.1807  -0.1404
H  17.1787  -16.6294  -0.9877
H  17.9542  -18.2527  0.6558
H  17.1937  -20.4163  -0.9068
H  17.6732  -19.3814  -2.1472
H  14.5705  -17.6726  -0.2143
H  15.9380  -18.1866  0.6247
H  14.7660  -19.4063  0.3130
H  19.5193  -19.7954  0.0351
H  19.9593  -18.9377  -1.2080
C  11.3608  -16.9887  -0.9323
C  11.1948  -15.4369  -1.1610
C  12.5047  -14.7075  -0.6262
O  12.5062  -13.3338  -0.8364
C  13.8126  -12.7469  -0.5633
N  11.0439  -15.0560  -2.5519
H  11.4288  -17.0965  0.1502
H  12.1605  -17.5123  -1.4561
H  10.4619  -17.4969  -1.2812
H  10.3805  -15.1149  -0.5119
H  13.2480  -15.3251  -1.1306
H  12.6268  -14.8861  0.4421
H  14.1188  -12.8553  0.4771
H  13.9547  -11.7040  -0.8465
H  14.5329  -13.4241  -1.0223
H  11.6425  -15.6269  -3.1314
H  11.4269  -14.1223  -2.5917
C  16.5488  -11.2290  0.8560
C  18.0240  -11.2704  1.1250
C  18.6604  -12.6807  0.8612
O  20.0622  -12.8777  1.2219
C  20.4951  -12.7335  2.5818
N  18.7966  -10.1477  0.5428
H  16.4221  -11.8197  -0.0513
H  16.0035  -10.2853  0.8603
H  15.9535  -11.7726  1.5897
H  18.1080  -11.0119  2.1806
H  18.6699  -12.7935  -0.2229
H  18.1600  -13.5538  1.2800
H  20.0729  -13.5558  3.1595
H  20.1347  -11.8315  3.0762
H  21.5821  -12.7105  2.6590
H  19.6779  -10.5377  0.8449
H  18.8427  -10.3895  -0.4368
C  12.5298  -17.4469  4.7151
C  13.4993  -17.7470  3.5742
O  12.9394  -18.2082  2.3898
H  11.7490  -18.2016  4.8099
H  11.9497  -16.5315  4.5982
H  12.9590  -17.4110  5.7164
H  14.2257  -18.5335  3.7790
H  14.2022  -16.9240  3.4444
H  12.5360  -19.0632  2.5564
C  9.5646  -17.5187  -4.8308
C  8.5027  -16.4012  -4.5220
O  9.0228  -15.0757  -4.3245
H  9.1377  -18.3210  -5.4326
H  9.9517  -18.0989  -3.9931
H  10.3486  -17.0774  -5.4461
H  7.9675  -16.7067  -3.6229
H  7.9099  -16.5317  -5.4273
H  9.7269  -15.0448  -3.6727
C  11.3085  -10.2464  -0.4302
C  11.8004  -9.9940  0.9790
O  13.0133  -9.2448  0.7844
H  12.0406  -10.6825  -1.1099
H  11.1456  -9.2482  -0.8366
H  10.4036  -10.8507  -0.4932
H  12.1169  -10.8880  1.5163
H  10.9148  -9.6148  1.4889
H  13.4662  -9.2930  1.6295
C  13.6649  -17.3645  -4.9410
C  14.9218  -16.6860  -4.3912
O  14.9564  -15.3810  -4.8641
H  13.5464  -18.3904  -4.5923
H  13.8344  -17.5942  -5.9929
H  12.7691  -16.7436  -4.9412
H  15.8861  -17.1720  -4.5402
H  14.8995  -16.6490  -3.3020
H  15.8026  -14.9986  -4.6209
C  12.8330  -11.8449  -5.2074
C  12.9471  -10.8820  -4.0272
O  14.0027  -9.9522  -4.1931
H  12.2565  -12.6695  -4.7881
H  13.6575  -12.4518  -5.5814
H  12.3123  -11.2964  -5.9924
H  13.0563  -11.4752  -3.1193
H  12.0369  -10.3298  -3.7930
H  13.9313  -9.3002  -3.4921
C  7.7873  -18.6789  -1.2841
C  6.6682  -19.3318  -2.0562
O  6.1193  -18.4328  -3.0434
H  7.6558  -17.6051  -1.1505
H  8.5543  -18.6373  -2.0574
H  8.2447  -19.1788  -0.4303
H  5.8911  -19.4501  -1.3011
H  6.8898  -20.2891  -2.5278
H  5.1719  -18.5235  -2.9175

Atomic forces in eV per Å
C -1.1 -1.7 -0.8
C -0.7 1.5 1.5
C 0.3 2.3 -1.6
O -0.9 -0.7 1.0
C 1.6 0.8 0.3
N -0.3 -0.7 -0.7
H 0.5 0.2 0.1
H 0.2 -0.3 -0.1
H -0.1 0.3 0.2
H -0.4 -0.4 0.2
H 0.0 0.1 1.1
H 0.2 -0.1 -0.3
H -0.4 -0.4 -0.6
H 0.0 0.0 0.3
H -0.2 -0.2 -0.7
H 0.5 -0.4 0.4
H 0.6 0.1 -0.4
C -0.9 1.3 -0.1
C 1.9 -0.4 1.0
C -1.3 -1.9 0.6
O 0.8 1.3 -0.4
C 0.0 -1.7 0.1
N -0.1 0.1 0.3
H 0.2 -0.5 0.0
H 0.5 0.5 0.1
H -0.2 0.1 0.2
H -0.4 0.1 -0.5
H 1.0 0.7 -0.4
H 0.0 -0.3 0.3
H -0.6 0.2 0.5
H -0.6 -0.3 -0.3
H 0.3 0.4 -0.7
H 0.2 -0.2 -0.1
H -0.1 0.4 -0.5
C -0.8 -1.3 -0.5
C 0.1 0.6 2.3
C 0.9 0.3 0.3
O 0.1 1.2 -0.3
C -1.3 -0.1 -0.1
N -0.2 -1.8 -0.2
H -0.6 0.5 -0.5
H 0.8 0.4 -0.6
H 0.4 -0.5 0.4
H 0.2 -0.5 0.4
H 0.0 -0.2 -0.1
H -0.8 0.3 0.2
H 0.2 -0.3 0.2
H -0.1 0.3 -0.2
H -0.1 -0.3 -0.5
H 1.2 0.9 0.0
H -0.1 0.5 -0.8
C -0.7 -0.2 0.1
C 1.4 -0.7 1.4
O -1.0 0.8 -1.4
H 0.1 -0.4 -0.2
H 0.3 0.2 -0.3
H 0.5 0.1 -0.2
H 0.0 -0.2 1.3
H -0.6 0.5 -0.7
H 0.0 0.0 0.1
C -0.2 0.2 0.0
C 1.6 -1.0 0.5
O -1.5 -0.7 -1.9
H -0.4 0.2 -0.3
H 0.4 0.6 0.4
H 0.3 -0.1 0.2
H -0.5 0.0 -0.3
H -0.6 1.2 0.3
H 0.3 -0.5 0.8
C 0.1 0.1 -0.5
C 0.5 -1.5 -1.3
O -0.8 0.5 0.9
H 0.1 -0.2 0.4
H -0.4 0.0 -0.1
H -0.1 0.2 0.1
H -0.4 -0.4 -0.1
H 0.6 1.1 0.6
H 0.3 0.3 0.0
C 1.3 -0.7 -1.2
C -0.6 -0.5 1.4
O 0.1 1.2 -0.8
H -0.4 0.3 0.8
H 0.1 0.4 -0.4
H 0.1 -0.1 0.6
H -0.2 -0.6 -0.8
H -0.4 -0.1 0.5
H 0.0 0.2 0.0
C -1.0 0.2 0.7
C 0.7 -0.5 0.4
O 0.3 0.0 -0.1
H -0.9 0.1 -0.4
H 0.8 1.0 0.2
H 0.0 -0.6 -0.3
H 0.6 -0.2 0.3
H -0.5 -0.1 -0.7
H 0.1 0.1 0.0
C 1.7 0.5 -2.2
C -1.6 0.6 1.3
O 0.4 -0.4 0.4
H -0.7 -0.2 0.6
H 0.8 -0.1 0.1
H -0.6 -0.1 0.0
H -0.4 -0.7 -0.1
H 0.3 0.0 0.2
H 0.0 0.3 -0.4

The calculation puts the HOMO energy at -9.05 eV. Its SMILES is COC[C@H](C)N.COC[C@H](C)N.COC[C@H](C)N.CCO.CCO.CCO.CCO.CCO.CCO. The energy above the lowest of the compared OMol25 structures with the same formula, charge and spin comes out at 127.4 kcal/mol.